This record from the OMol25 dataset describes a structure of composition C86H191AsF6N2P5 at a distorted geometry. The level of theory is ωB97M-V/def2-TZVPD.

Output
Relative energy (zero: lowest compared OMol25 entry of this formula, charge and spin): 0.0 kcal per mole
Highest occupied orbital energy: -16.86 eV
2S+1: 1
Total charge: +5
Largest force on an atom: 3.9 eV/Å

Geometry (Å):
1 As -20.14572 -19.95815 24.85732
2 F -21.66499 -20.13723 25.72997
3 F -20.06964 -18.33504 25.56864
4 F -18.69624 -19.59067 23.95064
5 F -20.29726 -21.48831 24.17578
6 F -21.18828 -19.29714 23.47839
7 F -19.22443 -20.55673 26.19970
8 C -14.51085 -22.90013 24.45578
9 C -15.39727 -22.42125 25.63140
10 C -16.85635 -22.66540 25.30063
11 C -17.13936 -24.17881 25.46159
12 P -18.76149 -24.98899 25.20844
13 C -19.76449 -24.54887 26.60701
14 C -21.29156 -24.93478 26.53713
15 C -21.66143 -26.37403 26.59507
16 C -23.15991 -26.55024 26.97076
17 C -19.54828 -24.50118 23.66063
18 C -19.11777 -25.30513 22.34961
19 C -19.29971 -24.48959 21.03802
20 C -18.93904 -25.29366 19.77365
21 C -18.48708 -26.74489 25.04753
22 C -18.07723 -27.51932 26.27162
23 C -17.83547 -29.02994 26.07203
24 C -19.05664 -29.78538 25.55869
25 H -14.37069 -23.96133 24.46055
26 H -13.56017 -22.43340 24.39865
27 H -15.07497 -22.53610 23.58485
28 H -15.28577 -21.35219 25.85685
29 H -15.16265 -22.87607 26.60160
30 H -17.15757 -22.34444 24.26856
31 H -17.47208 -22.07923 25.96068
32 H -16.86654 -24.44756 26.50232
33 H -16.47621 -24.76627 24.73961
34 H -19.62579 -23.46426 26.81412
35 H -19.23640 -25.06250 27.43950
36 H -21.75732 -24.39379 25.78569
37 H -21.70346 -24.42922 27.44638
38 H -21.06901 -26.92606 27.30288
39 H -21.46241 -26.80261 25.55642
40 H -23.46379 -27.60146 27.13289
41 H -23.81120 -25.96517 26.33156
42 H -23.25033 -26.11200 27.96670
43 H -19.60019 -23.44543 23.52027
44 H -20.49327 -24.93459 23.94816
45 H -19.67354 -26.24283 22.26891
46 H -18.08033 -25.62139 22.40009
47 H -18.73534 -23.54047 20.99298
48 H -20.36311 -24.23249 20.93415
49 H -18.07957 -25.99827 19.88345
50 H -18.63533 -24.54301 19.02943
51 H -19.82206 -25.76855 19.37926
52 H -17.64980 -26.76175 24.26779
53 H -19.39993 -27.10278 24.58640
54 H -18.92887 -27.43550 26.93235
55 H -17.15229 -27.06521 26.79053
56 H -17.52853 -29.37716 27.05931
57 H -17.02316 -29.22322 25.30493
58 H -19.71616 -29.95341 26.37124
59 H -18.79830 -30.75109 25.10895
60 H -19.55918 -29.14277 24.83698
61 C -15.50871 -18.55136 22.05644
62 C -15.84875 -18.23226 23.50413
63 C -16.70024 -16.98726 23.57078
64 C -16.96850 -16.63426 25.02614
65 P -17.33633 -14.91896 25.43626
66 C -18.53815 -14.98062 26.82293
67 C -20.02173 -15.42519 26.62826
68 C -21.03435 -15.41441 27.75394
69 C -21.68894 -13.99402 28.18805
70 C -15.83640 -14.16349 26.07492
71 C -14.68962 -14.11352 25.08439
72 C -13.45119 -13.31587 25.59365
73 C -12.10630 -13.68004 24.89315
74 C -18.01641 -13.95212 24.10274
75 C -18.26277 -12.52901 24.29687
76 C -18.19556 -11.69738 23.02753
77 C -19.11702 -11.97211 21.83766
78 H -15.16763 -17.70109 21.45885
79 H -16.29679 -18.94521 21.44046
80 H -14.64587 -19.27246 21.87118
81 H -14.96427 -18.16009 24.12707
82 H -16.33461 -19.11290 23.89045
83 H -17.70484 -17.02077 23.15290
84 H -16.09172 -16.19614 23.10092
85 H -16.04220 -16.74543 25.61346
86 H -17.74243 -17.23643 25.46381
87 H -18.58433 -13.99258 27.30033
88 H -18.04377 -15.64549 27.56800
89 H -19.99307 -16.39258 26.23484
90 H -20.29641 -14.78250 25.79463
91 H -20.63392 -16.02498 28.57075
92 H -21.88188 -15.99477 27.44691
93 H -22.19638 -13.60439 27.34379
94 H -20.92470 -13.26221 28.42110
95 H -22.28115 -14.10730 29.04902
96 H -15.54022 -14.87730 26.90713
97 H -16.14633 -13.26208 26.57115
98 H -14.96037 -13.74008 24.10960
99 H -14.28062 -15.12734 24.96974
100 H -13.43057 -13.72819 26.62350
101 H -13.64338 -12.18531 25.60932
102 H -12.40193 -13.90182 23.88792
103 H -11.67669 -14.62040 25.27602
104 H -11.38437 -12.83491 24.94679
105 H -18.96156 -14.53267 23.96901
106 H -17.37616 -14.22551 23.23237
107 H -17.49094 -12.01902 24.89357
108 H -19.16907 -12.35901 24.86852
109 H -17.22869 -11.82422 22.68166
110 H -18.38786 -10.68198 23.38589
111 H -19.13681 -13.05152 21.66380
112 H -18.77162 -11.46164 20.91408
113 H -20.15375 -11.64240 22.06366
114 C -30.54406 -24.90717 26.13347
115 C -30.62392 -26.23815 25.44370
116 C -32.07867 -26.57923 25.00277
117 C -32.21414 -27.99424 24.43657
118 P -33.56028 -28.31331 23.28563
119 C -33.93759 -30.05304 23.31318
120 C -35.03941 -30.39400 22.32773
121 C -35.37125 -31.86922 22.52027
122 C -34.17646 -32.81116 22.23686
123 C -34.93877 -27.36118 23.82201
124 C -35.54342 -27.56440 25.22050
125 C -36.71821 -26.61872 25.55959
126 C -36.51369 -25.15198 25.67408
127 C -33.08092 -27.99308 21.59924
128 C -32.42244 -26.62408 21.22439
129 C -30.93350 -26.52650 21.53068
130 C -30.28963 -25.35919 20.87696
131 H -29.57027 -24.76755 26.66252
132 H -31.38656 -24.83447 26.85516
133 H -30.62869 -24.05871 25.42976
134 H -30.34828 -27.02373 26.15055
135 H -29.84958 -26.21042 24.61605
136 H -32.27214 -25.87077 24.20554
137 H -32.73160 -26.33790 25.87183
138 H -32.31933 -28.69021 25.28581
139 H -31.29952 -28.22022 23.86252
140 H -34.06530 -30.46857 24.34677
141 H -33.07155 -30.60462 22.91454
142 H -34.75288 -30.12950 21.26967
143 H -35.96513 -29.92701 22.66999
144 H -36.19211 -32.08633 21.86580
145 H -35.79540 -31.99313 23.54588
146 H -33.59107 -32.96293 23.13509
147 H -33.66545 -32.39393 21.38126
148 H -34.53543 -33.80602 21.96744
149 H -35.72930 -27.56836 23.08123
150 H -34.84436 -26.25994 23.63448
151 H -34.71412 -27.49139 25.99495
152 H -35.91890 -28.55705 25.18027
153 H -37.18756 -26.95197 26.45857
154 H -37.49753 -26.63694 24.69705
155 H -35.67707 -24.85085 26.35992
156 H -37.47284 -24.75633 25.99684
157 H -36.30221 -24.68763 24.69382
158 H -34.03361 -28.15879 21.06577
159 H -32.48096 -28.89643 21.34286
160 H -32.95840 -25.82481 21.72340
161 H -32.59629 -26.45603 20.16480
162 H -30.40270 -27.41412 21.16268
163 H -30.80174 -26.59414 22.62508
164 H -30.23783 -25.55474 19.78190
165 H -29.25568 -25.27202 21.26168
166 H -30.83973 -24.40354 21.10307
167 C -23.68702 -15.93252 31.00693
168 C -23.60397 -17.21920 30.19963
169 C -24.37439 -17.10078 28.89706
170 C -24.54677 -18.30994 28.09487
171 P -25.62780 -18.23285 26.67123
172 C -27.27610 -17.80209 27.18992
173 C -28.07148 -18.75020 28.16488
174 C -29.36548 -18.05688 28.72853
175 C -30.17093 -18.94696 29.58094
176 C -25.13298 -16.85883 25.55506
177 C -23.76040 -17.09280 24.86430
178 C -23.39244 -15.98619 23.83597
179 C -24.20008 -16.10660 22.49240
180 C -25.35166 -19.73950 25.71100
181 C -26.19823 -19.74765 24.45055
182 C -25.74400 -20.94982 23.48408
183 C -26.33396 -20.83462 22.09851
184 H -23.03667 -15.21673 30.56363
185 H -23.28103 -16.10957 31.99627
186 H -24.73345 -15.53914 31.15668
187 H -24.03061 -18.04033 30.86442
188 H -22.56282 -17.55693 30.10553
189 H -23.79640 -16.31593 28.33765
190 H -25.39112 -16.66774 29.18084
191 H -25.04588 -19.07632 28.73904
192 H -23.68563 -18.84701 27.70562
193 H -27.85782 -17.71003 26.24519
194 H -27.18746 -16.87079 27.64708
195 H -27.45651 -19.04667 29.03815
196 H -28.33635 -19.60343 27.55572
197 H -29.87229 -17.65066 27.87044
198 H -28.97002 -17.16661 29.32331
199 H -29.51802 -19.61280 30.21250
200 H -30.82184 -19.65646 28.95795
201 H -30.95735 -18.43897 30.10194
202 H -25.31014 -15.90590 26.12524
203 H -25.93415 -16.96916 24.83906
204 H -23.78622 -18.05514 24.33823
205 H -22.97374 -17.12048 25.62081
206 H -22.36816 -15.93156 23.55096
207 H -23.67474 -15.04873 24.30974
208 H -25.24391 -15.91850 22.62272
209 H -24.03366 -17.12303 22.09433
210 H -23.88243 -15.51446 21.62163
211 H -25.27722 -20.65962 26.23000
212 H -24.31826 -19.63520 25.45705
213 H -26.24690 -18.80639 23.88577
214 H -27.22048 -19.93162 24.68676
215 H -25.92795 -21.90741 24.06577
216 H -24.69418 -20.81234 23.41841
217 H -25.93480 -19.90713 21.67154
218 H -27.40646 -20.81106 22.07024
219 H -26.04124 -21.60573 21.36507
220 C -7.09081 -21.75846 9.06259
221 C -8.28744 -21.89109 9.99427
222 C -9.27455 -22.82266 9.50085
223 C -10.26068 -23.45639 10.53248
224 P -11.85322 -22.60539 10.79194
225 C -12.95065 -23.78782 11.63346
226 C -12.47140 -24.31899 13.01242
227 C -13.59436 -25.27992 13.58814
228 C -14.49432 -24.48426 14.51715
229 C -11.44316 -21.15477 11.67019
230 C -10.91726 -21.14071 13.14643
231 C -11.14537 -19.79669 13.69768
232 C -10.41762 -19.53180 15.01433
233 C -12.59250 -22.17283 9.25631
234 C -14.11583 -21.96127 9.25450
235 C -14.66370 -21.87706 7.78779
236 C -15.01295 -23.19016 7.18211
237 H -6.49157 -20.85495 9.36647
238 H -7.38754 -21.61101 8.00195
239 H -6.55636 -22.67793 9.10923
240 H -8.81178 -20.89932 10.22951
241 H -7.91840 -22.23432 10.97755
242 H -8.67435 -23.66011 9.12044
243 H -9.83655 -22.46941 8.60737
244 H -9.83389 -23.54625 11.54548
245 H -10.45139 -24.47674 10.17872
246 H -13.02115 -24.58475 10.93350
247 H -13.95491 -23.34537 11.77832
248 H -12.36082 -23.52751 13.72964
249 H -11.53330 -24.96803 13.01043
250 H -13.10285 -26.08957 14.11319
251 H -14.20399 -25.65883 12.76192
252 H -13.88302 -24.00323 15.32337
253 H -15.16482 -25.19910 14.98695
254 H -14.98766 -23.65129 14.04068
255 H -12.30169 -20.58606 11.58692
256 H -10.69048 -20.62232 11.00321
257 H -9.88946 -21.39510 13.27172
258 H -11.42180 -21.87103 13.73662
259 H -12.19055 -19.57485 13.75962
260 H -10.73705 -19.01513 13.01281
261 H -10.50909 -20.33951 15.68816
262 H -10.71041 -18.60492 15.49142
263 H -9.35188 -19.43675 14.91795
264 H -12.29116 -23.02320 8.62601
265 H -12.04481 -21.26603 8.88804
266 H -14.31024 -21.08100 9.83447
267 H -14.61216 -22.81106 9.69862
268 H -14.08818 -21.30820 7.08805
269 H -15.59498 -21.21876 7.90544
270 H -15.70661 -23.17353 6.34354
271 H -15.43065 -23.92650 7.90956
272 H -14.11480 -23.62565 6.77684
273 C -25.02343 -13.64335 12.42856
274 C -25.87646 -12.74460 11.50704
275 N -27.32104 -12.81166 11.96664
276 C -28.07238 -11.67595 12.11007
277 C -29.34050 -12.03221 12.33990
278 N -29.39052 -13.43264 12.28594
279 C -28.12104 -13.85920 12.07040
280 C -30.56023 -14.30357 12.52276
281 H -25.34911 -14.63024 12.34032
282 H -24.89122 -13.32862 13.46854
283 H -24.04498 -13.51464 11.99591
284 H -25.88440 -13.12158 10.49459
285 H -25.49474 -11.69885 11.54564
286 H -27.62096 -10.65941 11.96314
287 H -30.09432 -11.35858 12.61536
288 H -27.83237 -14.92076 11.97901
289 H -30.90999 -14.21300 13.59391
290 H -30.44152 -15.34208 12.26109
291 H -31.37695 -13.84193 11.95553

=====

This record from the OMol25 dataset describes the molecule C2H5N3OS at a distorted geometry. The level of theory is ωB97M-V/def2-TZVPD.

Output
Relative energy (zero: lowest compared OMol25 entry of this formula, charge and spin): 19.9 kcal per mole
Highest occupied orbital energy: -9.58 eV
2S+1: 1
SMILES: [H]/N=C/NSC(N)=O
Largest force on an atom: 1.8 eV/Å

Geometry (Å):
1 H 3.76531 0.61264 0.79597
2 N 3.21326 0.34350 0.01208
3 C 2.03814 0.12411 0.40452
4 N 1.01103 -0.14144 -0.51329
5 S -0.33992 -1.05440 -0.06725
6 C -1.67839 0.23187 0.06215
7 N -1.27224 1.51435 -0.13773
8 O -2.75867 -0.21221 0.30854
9 H 1.85757 0.10916 1.51058
10 H 1.37652 -0.25428 -1.42534
11 H -1.94787 2.24612 -0.12363
12 H -0.36632 1.70362 -0.47726

=====

This record from the OMol25 dataset describes a cluster of 3 separate species, C6H10O in total. The level of theory is ωB97M-V/def2-TZVPD.

Output
Relative energy (zero: lowest compared OMol25 entry of this formula, charge and spin): 125.8 kcal per mole
Highest occupied orbital energy (alpha / beta): -8.34 / -8.35 eV
2S+1: 1
Largest force on an atom: 0.4 eV/Å

Geometry (Å):
1 C -1.92922 -0.42203 -0.25793
2 C -1.18016 0.88591 -0.35120
3 C -0.30730 1.42208 0.62663
4 C 0.56117 0.64097 -0.24991
5 C 0.96261 -0.68915 -0.03658
6 C 2.30052 -1.07725 -0.48677
7 O 3.07013 -0.35255 -1.09255
8 H -2.99538 -0.17364 -0.20604
9 H -1.67729 -0.98191 0.64488
10 H -1.77996 -1.05727 -1.13678
11 H -1.62193 1.57988 -1.07304
12 H -0.19188 2.50553 0.67226
13 H 0.07182 0.36862 1.87740
14 H 1.25741 1.22755 -0.84814
15 H 0.27216 -1.49781 0.17300
16 H 0.55746 -0.32618 1.85158
17 H 2.60734 -2.10510 -0.20025